1.
The following is a quantum chemistry calculation of a 13-piece molecular cluster, C52H143N13O13 overall, from the Open Molecules 2025 dataset.

Output
2S+1: 2
LUMO energy (spin up / spin down), hartree: -0.08923 / -0.29396
<S²>: 0.754
E_HOMO (spin up / spin down), eV: -10.009 / -10.009
Kohn-Sham gap (spin up / spin down), eV: 7.6 / 2.0
Net charge: +1

CARTESIAN COORDINATES (ANGSTROEM)
C1 -8.8121 1.8393 -0.5201
C2 -7.4896 1.7397 -1.2739
C3 -6.7745 0.3556 -1.2645
O1 -5.4501 0.5229 -1.9074
C4 -4.7272 -0.7207 -2.1883
N1 -7.6690 2.0809 -2.6653
H1 -9.2311 2.8438 -0.4608
H2 -8.7021 1.5211 0.5165
H3 -9.6492 1.3488 -1.0169
H4 -6.8556 2.5341 -0.8800
H5 -7.3846 -0.3819 -1.7860
H6 -6.6528 -0.0301 -0.2523
H7 -5.1532 -1.3925 -2.9335
H8 -4.6223 -1.1919 -1.2110
H9 -3.7330 -0.5443 -2.5988
H10 -6.7065 2.0268 -2.9667
H11 -8.2141 1.4102 -3.1879
C5 4.7252 6.9936 -1.3427
C6 3.2472 6.6616 -1.5811
C7 2.7478 5.3822 -0.8226
O2 3.7299 4.3542 -1.0638
C8 3.3312 3.1537 -0.3195
N2 2.4706 7.9136 -1.4613
H12 5.0666 7.8934 -1.8546
H13 5.4106 6.2636 -1.7733
H14 4.9702 7.0341 -0.2814
H15 3.2348 6.3960 -2.6382
H16 1.8031 5.0180 -1.2265
H17 2.5974 5.4871 0.2519
H18 2.2907 2.9812 -0.5947
H19 3.3073 3.2413 0.7667
H20 3.9029 2.2686 -0.5984
H21 1.5422 7.8050 -1.8440
H22 2.8785 8.6235 -2.0528
C9 3.1842 5.7060 -5.5419
C10 2.8600 4.2181 -5.7142
C11 2.7366 3.4375 -4.4203
O3 2.6688 2.0569 -4.7427
C12 2.7468 1.1830 -3.5529
N3 1.5596 4.1272 -6.3860
H23 4.1130 5.8440 -4.9884
H24 2.4641 6.2893 -4.9680
H25 3.3879 6.1162 -6.5311
H26 3.5772 3.6987 -6.3498
H27 1.8265 3.6223 -3.8497
H28 3.6528 3.5640 -3.8436
H29 2.9433 0.2576 -4.0943
H30 1.7723 1.2475 -3.0689
H31 3.5958 1.3851 -2.8998
H32 0.8986 4.3414 -5.6530
H33 1.4147 3.1513 -6.6018
C13 2.3330 -0.4811 -0.3065
C14 1.6438 -0.1865 0.9744
C15 0.3045 -0.9226 1.2236
O4 -0.5306 -0.8317 0.0488
C16 -1.5442 -1.8107 0.0289
N4 2.6380 -0.4816 2.0106
H34 2.5395 -1.5513 -0.3192
H35 3.2860 0.0175 -0.4836
H36 1.6773 -0.2110 -1.1343
H37 1.4939 0.8928 0.9507
H38 -0.1709 -0.5014 2.1095
H39 0.4469 -1.9582 1.5323
H40 -1.3509 -2.7560 -0.4783
H41 -2.4424 -1.4090 -0.4403
H42 -1.9336 -1.9860 1.0318
H43 2.3475 0.0638 2.8094
H44 3.5122 -0.0449 1.7553
C17 -0.8249 -1.4219 -3.4498
C18 -1.1439 -2.6715 -4.2506
C19 -2.4903 -3.2931 -3.7702
O5 -2.4728 -3.7520 -2.4149
C20 -1.6343 -4.8570 -2.0438
N5 -1.2066 -2.1674 -5.6506
H45 -0.7513 -1.7395 -2.4098
H46 -1.6284 -0.7112 -3.6429
H47 0.0781 -0.8642 -3.6984
H48 -0.3539 -3.4135 -4.1347
H49 -2.7960 -4.1229 -4.4075
H50 -3.3239 -2.5970 -3.8633
H51 -0.6102 -4.4889 -1.9823
H52 -1.7493 -5.6452 -2.7878
H53 -1.8977 -5.2122 -1.0475
H54 -0.2889 -1.8598 -5.9392
H55 -1.3938 -2.9567 -6.2523
C21 -8.7641 -2.7205 1.6707
C22 -8.5090 -2.6575 0.1488
C23 -7.2607 -3.4452 -0.2473
O6 -6.0734 -2.7464 0.2993
C24 -4.8902 -3.4766 0.2931
N6 -9.7763 -2.9550 -0.4985
H56 -9.6927 -2.2325 1.9667
H57 -7.9035 -2.2735 2.1684
H58 -8.8340 -3.7155 2.1104
H59 -8.3786 -1.6333 -0.2006
H60 -7.2075 -3.2454 -1.3175
H61 -7.4260 -4.4904 0.0141
H62 -4.6220 -3.7597 -0.7247
H63 -5.0170 -4.4149 0.8331
H64 -4.0885 -2.8872 0.7382
H65 -9.7922 -2.9123 -1.5075
H66 -10.0634 -3.9009 -0.2914
C25 2.5270 -4.2565 0.7929
C26 3.8145 -4.0556 -0.0767
C27 4.8618 -5.2332 0.1800
O7 5.1746 -5.1881 1.5796
C28 6.1050 -6.1563 2.0562
N7 3.5544 -4.0217 -1.5107
H67 2.7812 -4.0467 1.8318
H68 2.2161 -5.2977 0.7079
H69 1.6405 -3.6585 0.5814
H70 4.3376 -3.1477 0.2237
H71 5.8092 -4.9807 -0.2961
H72 4.5221 -6.2343 -0.0855
H73 6.5804 -5.5990 2.8635
H74 6.9315 -6.3010 1.3605
H75 5.7809 -7.1064 2.4810
H76 4.2143 -3.4295 -1.9943
H77 2.6773 -3.5541 -1.6899
C29 6.3305 1.5139 3.6460
C30 5.8403 1.8413 2.2076
C31 6.9369 2.4765 1.3213
O8 6.4004 2.6138 0.0335
C32 7.2335 3.3812 -0.7729
N8 5.2293 0.6433 1.6755
H78 5.5801 1.0276 4.2693
H79 6.6688 2.3295 4.2852
H80 7.2665 0.9556 3.6646
H81 5.0489 2.5759 2.3567
H82 7.8678 1.9095 1.3120
H83 7.2000 3.3966 1.8430
H84 8.0152 2.7980 -1.2597
H85 7.6974 4.2014 -0.2251
H86 6.6670 3.7666 -1.6207
H87 5.3746 0.7374 0.6804
H88 5.9328 -0.0279 1.9487
C33 -5.9648 4.2738 3.0898
C34 -6.3947 2.9701 2.3850
C35 -5.1842 2.4022 1.5601
O9 -4.0953 2.0645 2.4381
C36 -3.1541 1.3995 1.6595
N9 -7.0189 2.0500 3.3094
H89 -6.7128 4.6303 3.7980
H90 -5.6610 5.1453 2.5099
H91 -5.1169 4.0892 3.7494
H92 -7.2679 3.2538 1.7974
H93 -4.8087 3.1271 0.8380
H94 -5.6672 1.5562 1.0710
H95 -2.2290 1.1369 2.1726
H96 -2.9297 1.8733 0.7039
H97 -3.5421 0.4434 1.3083
H98 -7.4066 2.4881 4.1328
H99 -6.2597 1.4884 3.6676
C37 -5.1848 -1.3344 3.4147
C38 -4.4597 -0.8291 4.6679
C39 -2.9068 -1.1253 4.5814
O10 -2.2357 -0.6178 5.7312
C40 -0.8033 -0.6918 5.6709
N10 -4.7741 0.5430 4.7798
H100 -4.8782 -0.7513 2.5463
H101 -6.2745 -1.3481 3.4354
H102 -4.7982 -2.3350 3.2213
H103 -4.8046 -1.2832 5.5968
H104 -2.4539 -0.7418 3.6671
H105 -2.7182 -2.1987 4.5636
H106 -0.5599 -1.7416 5.5071
H107 -0.2922 -0.5631 6.6250
H108 -0.4252 -0.0261 4.8950
H109 -4.3132 1.0484 4.0367
H110 -4.2354 0.9158 5.5486
C41 3.6293 -1.1969 9.2240
C42 2.7702 -2.2087 8.4763
C43 2.9625 -2.1526 6.9938
O11 2.2621 -1.0041 6.4943
C44 2.6342 -0.6785 5.1794
N11 3.2037 -3.4532 9.0552
H111 3.4138 -0.1996 8.8404
H112 4.6920 -1.3164 9.0134
H113 3.3581 -1.1388 10.2781
H114 1.7047 -2.0862 8.6707
H115 2.5825 -3.0716 6.5474
H116 4.0157 -2.1292 6.7141
H117 2.5996 -1.5591 4.5380
H118 3.6211 -0.2288 5.0705
H119 1.8669 0.0015 4.8095
H120 3.4370 -3.4632 10.0378
H121 4.0698 -3.7656 8.6399
C45 7.4142 -3.9131 -5.4752
C46 6.9004 -3.4408 -4.0926
C47 5.7261 -2.4878 -4.1654
O12 5.1231 -2.1491 -2.8764
C48 6.0142 -1.3804 -2.1003
N12 6.5793 -4.7450 -3.4988
H122 6.6255 -4.4041 -6.0452
H123 8.2685 -4.5825 -5.3746
H124 7.6607 -3.0142 -6.0402
H125 7.7358 -2.9960 -3.5518
H126 5.0258 -3.0448 -4.7878
H127 6.0985 -1.6563 -4.7637
H128 7.0073 -1.8241 -2.0300
H129 5.6213 -1.2492 -1.0921
H130 6.1774 -0.4136 -2.5766
H131 5.8435 -5.2647 -3.9555
H132 6.1443 -4.5112 -2.6178
C49 -4.3690 3.7608 -2.1770
C50 -3.6012 3.0714 -3.3093
C51 -2.4138 2.0914 -2.8615
O13 -1.3534 2.8539 -2.3155
C52 -0.4904 2.0833 -1.5497
N13 -4.5979 2.1789 -3.8862
H133 -4.6395 3.0303 -1.4146
H134 -5.3067 4.1999 -2.5176
H135 -3.8279 4.6259 -1.7938
H136 -3.2851 3.7750 -4.0795
H137 -1.9753 1.4412 -3.6185
H138 -2.8741 1.3573 -2.2002
H139 0.4480 2.6357 -1.5027
H140 -0.3489 1.0930 -1.9828
H141 -0.8247 1.9108 -0.5267
H142 -4.1360 1.5707 -4.5472
H143 -4.7744 1.5839 -3.0894

Cartesian forces (eV/Å) of the 2 atoms listed first:
C -0.6009 -0.2712 0.2916
C -1.8413 1.9429 0.8968

Here are the Mulliken charges for atoms 1 to 5, given in e: atom 1 (C): -1.81, atom 2 (C): 1.13, atom 3 (C): -0.86, atom 4 (O): -0.31, atom 5 (C): 0.37

2.
The following is a quantum chemistry calculation of C52H144F6InO26 as an isolated structure, from the Open Molecules 2025 dataset.

Output
LUMO energy, hartree: -0.29699
E_HOMO, eV: -10.859
Kohn-Sham gap, eV: 2.8
Net charge: +1

CARTESIAN COORDINATES (ANGSTROEM)
In1 -19.7840 -1.3205 -13.4477
C1 -20.4084 -1.2262 -17.8083
O1 -21.7615 -0.8600 -17.7040
O2 -19.9201 -1.1098 -16.4858
C2 -20.1573 -2.5712 -18.5678
F1 -18.8895 -2.8357 -18.8294
F2 -20.5573 -3.6399 -17.8839
F3 -20.7568 -2.5402 -19.7254
C3 -22.3828 -0.1362 -18.7808
C4 -23.8704 0.0126 -18.4982
H1 -23.9923 0.3830 -17.4803
H2 -24.3033 0.6934 -19.2311
H3 -24.3853 -0.9475 -18.5315
H4 -22.3014 -0.5966 -19.7654
H5 -21.9195 0.8493 -18.8271
H6 -19.9465 -0.4430 -18.4095
C5 -16.7266 -3.7105 -13.4186
O3 -17.5814 -3.3983 -14.5614
O4 -17.2597 -2.8364 -12.3972
C6 -16.7157 -5.2579 -13.2059
F4 -15.6621 -5.8556 -13.7868
F5 -16.6194 -5.6417 -11.9510
F6 -17.7874 -5.8463 -13.7160
C7 -17.1431 -3.7049 -15.8666
C8 -16.5082 -2.4829 -16.6076
H7 -16.0551 -2.7806 -17.5532
H8 -17.2540 -1.7026 -16.7594
H9 -15.7776 -2.1363 -15.8768
H10 -18.0578 -3.8475 -16.4420
H11 -16.6827 -4.6702 -16.0771
H12 -15.7266 -3.3736 -13.6917
C9 -25.3279 -4.3117 -17.6397
C10 -23.8108 -4.3938 -17.3681
O5 -23.5299 -4.5627 -15.9791
H13 -25.6339 -3.8928 -18.5983
H14 -25.9123 -3.7229 -16.9326
H15 -25.6970 -5.3361 -17.5889
H16 -23.4080 -3.4180 -17.6394
H17 -23.3588 -5.1514 -18.0083
H18 -23.9035 -5.4006 -15.6965
C11 -28.1808 -2.0227 -20.2858
C12 -26.8032 -1.6222 -20.8776
O6 -26.9986 -0.9530 -22.1214
H19 -28.0868 -2.5568 -19.3403
H20 -28.6215 -2.6995 -21.0178
H21 -28.8350 -1.1599 -20.1609
H22 -26.1792 -2.5047 -21.0186
H23 -26.3067 -0.8913 -20.2394
H24 -26.3156 -0.2902 -22.2472
C13 -16.1633 3.2533 -17.2776
C14 -17.3325 2.5011 -17.9153
O7 -17.5478 1.2115 -17.3764
H25 -15.2515 2.6573 -17.3172
H26 -16.3941 3.6324 -16.2820
H27 -15.9700 4.1763 -17.8242
H28 -17.2519 2.3592 -18.9930
H29 -18.2689 3.0221 -17.7153
H30 -17.7574 0.6380 -18.1171
C15 -15.6338 -5.7613 -18.9376
C16 -14.3043 -6.5176 -18.8175
O8 -14.1400 -6.9837 -17.5500
H31 -16.4708 -6.4592 -18.9149
H32 -15.6185 -5.3113 -19.9303
H33 -15.7217 -4.9520 -18.2126
H34 -13.4813 -5.8754 -19.1310
H35 -14.4910 -7.3568 -19.4877
H36 -14.9019 -7.5270 -17.3358
C17 -19.9244 1.5392 -23.0942
C18 -19.9090 1.6650 -21.5481
O9 -18.6110 2.1038 -21.1225
H37 -19.8730 2.5299 -23.5457
H38 -20.8574 1.1303 -23.4820
H39 -19.0835 0.9381 -23.4401
H40 -20.1745 0.7424 -21.0320
H41 -20.5457 2.4611 -21.1621
H42 -18.5613 2.9628 -21.5481
C19 -15.0306 0.5366 -14.5511
C20 -16.3706 1.0593 -14.1345
O10 -17.4350 0.3049 -14.6875
H43 -14.8165 -0.4792 -14.2187
H44 -14.2192 1.1590 -14.1738
H45 -14.8914 0.5184 -15.6320
H46 -16.4633 2.0952 -14.4608
H47 -16.4236 1.0625 -13.0458
H48 -17.3850 0.3809 -15.6432
C21 -24.1633 -1.9869 -13.9909
C22 -23.6653 -1.1667 -15.1501
O11 -22.4279 -0.6567 -14.9051
H49 -24.5385 -1.3207 -13.2140
H50 -23.3353 -2.5273 -13.5321
H51 -24.9292 -2.7416 -14.1696
H52 -24.3952 -0.3947 -15.3934
H53 -23.6811 -1.8138 -16.0271
H54 -22.0462 -0.5421 -15.7785
C23 -22.8556 -8.2085 -19.5408
C24 -22.1410 -9.4982 -19.1716
O12 -20.8156 -9.5346 -19.6640
H55 -22.7340 -8.0590 -20.6136
H56 -22.4915 -7.3165 -19.0311
H57 -23.9317 -8.2675 -19.3777
H58 -22.6571 -10.3818 -19.5472
H59 -22.1067 -9.6401 -18.0915
H60 -20.4675 -10.4279 -19.6138
C25 -20.5433 -5.9221 -15.1086
C26 -21.1041 -5.0561 -13.9251
O13 -21.2566 -3.7887 -14.4545
H61 -21.2341 -6.0469 -15.9425
H62 -20.1727 -6.9000 -14.8013
H63 -19.6347 -5.4797 -15.5171
H64 -20.3020 -5.1585 -13.1942
H65 -22.0399 -5.4641 -13.5430
H66 -21.9074 -3.8630 -15.1563
C27 -21.5222 5.0330 -18.7761
C28 -21.8220 6.5550 -18.8070
O14 -21.6996 7.1195 -17.4999
H67 -22.1070 4.4766 -18.0436
H68 -20.4565 4.8621 -18.6236
H69 -21.6811 4.6265 -19.7749
H70 -22.8405 6.7093 -19.1630
H71 -21.1702 7.0613 -19.5190
H72 -21.9387 8.0482 -17.4568
C29 -25.3597 4.6671 -17.3377
C30 -24.9982 3.2045 -17.8306
O15 -26.0771 2.3172 -17.6937
H73 -25.5794 4.7452 -16.2730
H74 -26.1864 5.1640 -17.8455
H75 -24.4359 5.2215 -17.5025
H76 -24.2216 2.9122 -17.1239
H77 -24.6184 3.1233 -18.8491
H78 -26.7152 2.5653 -18.3667
C31 -13.0132 -0.5672 -18.2902
C32 -14.4180 -0.6993 -18.8658
O16 -14.4316 0.1116 -19.9827
H79 -12.9049 0.4808 -18.0107
H80 -12.2527 -0.8360 -19.0233
H81 -12.8092 -1.1883 -17.4180
H82 -15.2082 -0.4070 -18.1742
H83 -14.6046 -1.7424 -19.1214
H84 -15.3070 0.0305 -20.3682
C33 -25.1252 -5.3572 -23.7052
C34 -24.6263 -5.6379 -22.3186
O17 -24.9165 -6.9369 -21.9179
H85 -25.0004 -4.2962 -23.9210
H86 -26.1725 -5.6407 -23.8099
H87 -24.6556 -5.9419 -24.4962
H88 -25.1450 -4.9028 -21.7033
H89 -23.5685 -5.3986 -22.2099
H90 -24.3876 -7.5391 -22.4462
C35 -21.0864 2.8782 -15.6437
C36 -19.9158 2.2169 -14.9782
O18 -20.2441 1.6580 -13.7065
H91 -20.9182 3.0257 -16.7105
H92 -21.2372 3.8269 -15.1286
H93 -21.9980 2.2850 -15.5719
H94 -19.0769 2.9115 -14.9359
H95 -19.4987 1.4642 -15.6472
H96 -20.3092 2.4068 -13.1093
C37 -19.0228 -5.2032 -21.5370
C38 -19.5322 -6.0980 -20.4052
O19 -19.0758 -7.4366 -20.5385
H97 -19.5984 -5.5180 -22.4075
H98 -18.0036 -5.5073 -21.7753
H99 -19.1138 -4.1632 -21.2239
H100 -20.6203 -6.1581 -20.4307
H101 -19.3435 -5.8336 -19.3648
H102 -19.8461 -7.9406 -20.2662
C39 -27.6758 -1.9016 -15.2149
C40 -27.4380 -0.9368 -16.3940
O20 -27.7458 0.3650 -16.0329
H103 -27.1328 -1.6287 -14.3100
H104 -27.4163 -2.9256 -15.4837
H105 -28.7204 -1.9001 -14.9037
H106 -28.1495 -1.2329 -17.1648
H107 -26.4669 -1.0687 -16.8711
H108 -27.3372 0.9891 -16.6372
C41 -18.4219 -7.8462 -16.9727
C42 -17.5126 -8.9319 -17.5721
O21 -16.2019 -8.9216 -17.0929
H109 -19.4645 -7.8738 -17.2895
H110 -18.0492 -6.8599 -17.2494
H111 -18.4045 -7.9115 -15.8848
H112 -17.5490 -8.9590 -18.6612
H113 -17.9043 -9.9204 -17.3322
H114 -15.8351 -9.7199 -17.4798
C43 -16.4852 -2.4773 -21.5482
C44 -17.2681 -1.1343 -21.6981
O22 -17.0255 -0.2539 -20.6835
H115 -16.7649 -3.2002 -22.3146
H116 -16.7241 -2.8639 -20.5575
H117 -15.4070 -2.4091 -21.6924
H118 -18.3304 -1.3734 -21.6478
H119 -17.0206 -0.6421 -22.6387
H120 -17.5739 0.5196 -20.8335
C45 -29.3042 1.7864 -19.2567
C46 -28.5811 2.4337 -20.4109
O23 -27.4932 3.1761 -19.9599
H121 -28.5680 1.1432 -18.7746
H122 -30.1365 1.1624 -19.5823
H123 -29.7606 2.5276 -18.6007
H124 -29.2466 3.1357 -20.9133
H125 -28.1962 1.7656 -21.1814
H126 -27.1544 3.6969 -20.6918
C47 -23.6167 2.1115 -21.6614
C48 -24.9763 1.6712 -22.1757
O24 -24.7936 0.4219 -22.7485
H127 -23.6848 3.0813 -21.1686
H128 -22.8993 2.0994 -22.4820
H129 -23.1724 1.3493 -21.0213
H130 -25.4484 2.3726 -22.8636
H131 -25.6602 1.6175 -21.3286
H132 -24.2903 0.5507 -23.5559
C49 -22.2426 -3.2024 -22.9473
C50 -21.1281 -2.1964 -23.1033
O25 -20.4528 -2.3250 -24.2919
H133 -22.6993 -3.0307 -21.9726
H134 -21.8586 -4.2208 -23.0062
H135 -23.0050 -3.1596 -23.7251
H136 -20.3726 -2.3229 -22.3278
H137 -21.4348 -1.1635 -22.9388
H138 -20.9294 -1.9121 -25.0158
C51 -25.6308 2.0268 -13.9369
C52 -24.2056 2.2750 -13.3879
O26 -24.0778 1.7159 -12.1092
H139 -26.2686 2.6922 -13.3550
H140 -25.9176 0.9914 -13.7529
H141 -25.7580 2.2333 -14.9996
H142 -23.8802 3.3128 -13.4610
H143 -23.5050 1.6661 -13.9592
H144 -24.7084 2.1351 -11.5190

Cartesian forces (eV/Å) of the 2 atoms listed first:
In 0.4728 -0.4578 -1.7185
C 0.0918 0.7345 3.0767

Here are the Mulliken charges for atoms 1 to 5, given in e: atom 1 (In): 1.31, atom 2 (C): 0.06, atom 3 (O): 1.55, atom 4 (O): -0.57, atom 5 (C): -0.08

> net charge of number 2 (C52H144F6InO26)?

+1